C5H6N2 in the gas phase. Source: the Open Molecules 2025 dataset; level of theory: the ωB97M-V functional and the def2-TZVPD basis.

SMILES: C1=N[C@H]1C[C@H]1C=N1
E_HOMO in eV: -9.839
Relative energy (zero: lowest compared OMol25 entry of this formula, charge and spin) in kcal/mol: 96.7
DFT total energy in eV: -8258.1667
Orbital gap in hartree: 0.4014

Last column: Löwdin charge in e.
Positions of all 13 atoms, in Å:
N  -0.334  -0.503  2.430  0.15
N  1.247  -0.325  -1.204  0.15
C  -0.168  0.242  -1.283  -0.28
C  -0.584  -0.765  0.951  -0.31
C  -0.928  0.388  0.032  -0.16
C  1.110  0.879  -1.524  -0.11
C  0.652  -0.752  1.693  -0.13
H  1.733  -0.804  1.733  0.11
H  1.736  1.730  -1.765  0.11
H  -2.005  0.424  -0.171  0.11
H  -0.745  -0.119  -2.134  0.11
H  -1.045  -1.723  0.703  0.12
H  -0.667  1.326  0.540  0.12


2 unconnected molecules or ions with the total composition C22H11Cl2N3O3P in a non-equilibrium geometry. Source: the Open Molecules 2025 dataset; level of theory: the ωB97M-V functional and the def2-TZVPD basis.

Net charge: -1
E_HOMO in eV: -4.269
Relative energy (zero: lowest compared OMol25 entry of this formula, charge and spin) in kcal/mol: 9.2
DFT total energy in eV: -67938.3669
Orbital gap in hartree: 0.1411

Last column: Löwdin charge in e.
Positions of all 42 atoms, in Å:
Cl  4.526  -2.167  4.681  0.76
Cl  4.468  0.968  4.332  0.76
P  0.109  -0.192  -1.014  0.68
O  1.721  2.013  4.329  0.10
O  1.806  -3.232  5.034  0.10
O  1.349  -1.036  -1.165  -0.39
N  -1.372  -2.123  1.721  0.09
N  -1.668  1.339  4.288  0.21
N  -1.536  -2.360  5.604  0.20
C  -2.149  -2.863  -3.223  -0.09
C  1.777  0.800  4.155  -0.35
C  -3.088  -2.057  -3.875  -0.11
C  -0.930  -1.119  1.284  -0.44
C  -0.388  0.023  0.694  -0.25
C  -0.678  0.730  4.155  -0.17
C  0.535  -0.012  4.060  -0.09
C  -3.073  -0.676  -3.656  -0.10
C  0.552  -1.331  4.448  -0.09
C  3.054  0.034  4.237  -0.60
C  1.388  2.366  -3.952  -0.09
C  0.011  2.625  -1.518  -0.09
C  0.882  3.611  -3.565  -0.11
C  0.470  1.367  -1.928  -0.28
C  1.200  1.257  -3.125  -0.08
C  -0.609  -1.905  5.038  -0.16
C  1.809  -2.062  4.658  -0.35
C  -1.230  -2.298  -2.328  -0.07
C  0.211  3.747  -2.347  -0.10
C  -2.132  -0.108  -2.783  -0.08
C  3.076  -1.317  4.422  -0.60
C  -1.220  -0.915  -2.084  -0.25
H  1.900  2.248  -4.905  0.10
H  -2.086  0.977  -2.665  0.10
H  -0.550  2.707  -0.581  0.10
H  -3.809  -2.505  -4.565  0.09
H  -0.194  4.722  -2.061  0.10
H  -0.252  0.931  1.294  0.02
H  -2.140  -3.937  -3.421  0.10
H  -3.798  -0.042  -4.169  0.09
H  1.570  0.274  -3.432  0.11
H  0.982  4.458  -4.243  0.09
H  -0.497  -2.939  -1.833  0.11


A molecular structure, C4H4HgO2 in a non-equilibrium geometry. Source: the Open Molecules 2025 dataset; level of theory: the ωB97M-V functional and the def2-TZVPD basis.

Net charge: +2
E_HOMO in eV: -18.104
Relative energy (zero: lowest compared OMol25 entry of this formula, charge and spin) in kcal/mol: 15.3
DFT total energy in eV: -12456.2349
Orbital gap in hartree: 0.1766

Last column: Löwdin charge in e.
Positions of all 11 atoms, in Å:
Hg  -2.923  2.194  -1.158  1.63
O  2.120  -0.936  0.235  0.02
O  -2.495  0.655  -0.322  -0.22
C  -1.513  -0.003  0.066  -0.23
C  1.309  0.112  -0.217  -0.18
C  -0.920  -0.695  1.105  0.27
C  -0.072  -0.098  0.243  0.06
H  1.632  1.098  0.163  0.16
H  1.282  0.189  -1.318  0.16
H  -1.424  -1.684  1.334  0.21
H  3.003  -0.831  -0.129  0.13


2 unconnected molecules or ions with the total composition C2H7N3O in a non-equilibrium geometry. Source: the Open Molecules 2025 dataset; level of theory: the ωB97M-V functional and the def2-TZVPD basis.

E_HOMO (spin up / spin down) in eV: -8.527 / -8.526
Relative energy (zero: lowest compared OMol25 entry of this formula, charge and spin) in kcal/mol: 132.9
DFT total energy in eV: -8700.5142
Orbital gap (spin up / spin down) in hartree: 0.2869 / 0.2869

Last column: Löwdin charge in e.
Positions of all 13 atoms, in Å:
O  -1.712  0.698  0.834  -0.21
N  0.975  1.015  -0.095  -0.02
N  -0.794  -1.239  -0.560  0.11
N  -1.031  -0.060  -0.966  0.09
C  -0.276  1.022  -0.410  -0.37
C  1.697  -0.151  0.338  -0.18
H  1.724  -0.957  -0.416  0.07
H  -2.183  1.539  0.901  0.00
H  -1.320  -1.983  -1.005  0.14
H  1.294  -0.572  1.271  0.07
H  -0.664  1.955  -0.800  0.11
H  2.734  0.131  0.523  0.07
H  -0.445  -1.399  0.385  0.12


3 unconnected molecules or ions with the total composition C23H38Cl2FNO10S. Source: the Open Molecules 2025 dataset; level of theory: the ωB97M-V functional and the def2-TZVPD basis.

SMILES: CCOCCCCC[C@H]1[C@H](C)[C@](N)(/C(Cl)=C(/C)Cl)OS(=O)(=O)[C@H]1F.C[C@@H]1COC(=O)O1.C[C@@H]1COC(=O)O1
E_HOMO in eV: -9.134
DFT total energy in eV: -85029.5256
Orbital gap in hartree: 0.3407

Last column: Löwdin charge in e.
Positions of all 76 atoms, in Å:
Cl  -3.235  1.191  -2.005  0.82
Cl  -6.156  1.765  1.085  0.75
S  -3.831  4.782  -2.600  0.65
F  -1.349  5.163  -2.386  0.00
O  3.044  2.474  -0.028  -0.17
O  2.776  -7.829  3.236  0.09
O  2.431  -1.431  -1.933  0.16
O  -4.042  6.069  -2.029  -0.22
O  -3.969  4.545  -3.992  -0.23
O  2.609  -5.697  2.632  0.04
O  -4.768  3.705  -1.906  -0.20
O  1.433  -3.454  -1.950  0.06
O  3.500  -3.257  -1.159  0.09
O  4.646  -6.659  2.756  0.17
N  -5.886  4.454  -0.042  0.10
C  3.068  -4.584  -0.792  -0.32
C  -4.480  1.038  -0.802  -0.67
C  3.152  1.072  -0.267  -0.28
C  -3.424  3.596  1.659  -0.05
C  4.067  0.444  0.764  -0.07
C  -3.504  4.133  0.224  -0.25
C  3.249  3.281  -1.170  -0.24
C  3.466  -6.726  2.869  -0.56
C  -0.991  4.505  0.129  -0.14
C  1.409  -7.454  3.498  -0.33
C  1.258  4.876  -1.144  -0.21
C  1.926  -4.786  -1.770  -0.09
C  1.278  -6.223  2.621  -0.10
C  0.378  3.940  -0.298  -0.17
C  -2.241  4.168  -2.038  -0.33
C  -4.801  3.613  -0.458  -0.53
C  2.455  -2.597  -1.702  -0.55
C  4.202  -5.567  -0.886  -0.01
C  2.754  4.693  -0.897  -0.18
C  -4.779  -0.401  -0.496  -0.13
C  -2.196  3.823  -0.539  -0.26
C  -5.028  2.101  -0.214  -0.55
C  0.475  -8.591  3.183  -0.02
H  -0.558  -8.252  3.268  0.09
H  5.005  0.997  0.820  0.08
H  0.226  2.999  -0.836  0.12
H  -3.629  5.216  0.266  0.15
H  4.951  -5.365  -0.121  0.09
H  0.589  -5.472  2.999  0.14
H  4.285  -0.592  0.500  0.07
H  2.147  0.645  -0.196  0.11
H  -5.923  4.569  0.962  0.08
H  2.285  -5.159  -2.732  0.14
H  3.523  0.886  -1.276  0.11
H  -4.400  3.552  2.140  0.05
H  1.013  -6.493  1.595  0.13
H  -5.795  -0.531  -0.139  0.05
H  0.647  -8.953  2.169  0.09
H  1.074  4.708  -2.208  0.11
H  0.623  -9.418  3.874  0.09
H  4.682  -5.501  -1.863  0.09
H  0.972  5.913  -0.957  0.11
H  2.706  2.862  -2.030  0.13
H  -2.804  4.244  2.275  0.08
H  -2.987  2.595  1.681  0.10
H  -1.034  5.581  -0.054  0.12
H  1.124  -5.421  -1.403  0.13
H  -6.779  4.107  -0.369  0.09
H  3.831  -6.581  -0.735  0.09
H  1.349  -7.172  4.552  0.16
H  -1.102  4.369  1.203  0.10
H  0.938  3.666  0.596  0.11
H  -4.085  -0.773  0.261  0.09
H  -2.039  3.301  -2.666  0.10
H  2.691  -4.525  0.233  0.14
H  3.610  0.458  1.755  0.07
H  -4.641  -1.002  -1.393  0.07
H  3.017  4.955  0.132  0.12
H  -2.023  2.745  -0.471  0.10
H  4.315  3.289  -1.434  0.12
H  3.302  5.374  -1.553  0.11


A molecular structure, ClO4Pb2Ti in a non-equilibrium geometry. Source: the Open Molecules 2025 dataset; level of theory: the ωB97M-V functional and the def2-TZVPD basis.

Net charge: +5
Expectation value of S²: 6.013
E_HOMO (spin up / spin down) in eV: -24.453 / -30.517
DFT total energy in eV: -54236.8801
Multiplicity: 5
Orbital gap (spin up / spin down) in hartree: 0.1153 / 0.2441

Last column: Löwdin spin population.
Positions of all 8 atoms, in Å:
Pb  -14.226  23.404  19.039  0.29
Pb  -14.591  22.346  13.990  0.52
Ti  -17.215  27.091  15.706  2.06
Cl  -17.395  22.845  16.505  -0.04
O  -16.220  22.776  17.343  0.56
O  -16.969  22.062  15.412  0.34
O  -17.497  24.265  16.133  0.26
O  -18.486  22.529  17.195  0.01